{
  "formula": "C2H9N2S",
  "method": "wB97M-V/def2-TZVPD",
  "species": ["C", "C", "N", "N", "S", "H", "H", "H", "H", "H", "H", "H", "H", "H"],
  "xyz": [[-1.1732, -0.3095, 0.2712], [-0.3916, 0.8280, 0.6732], [-0.5722, -1.5175, 0.7966], [0.9647, 0.4837, -1.5001], [0.9209, 0.5368, 1.5511], [-1.2118, -0.1933, -0.8110], [-2.1603, -0.3759, 0.8333], [-0.7003, 1.8294, 0.4864], [0.3143, -1.7872, 0.3404], [-1.1054, -2.3678, 0.8123], [0.7377, 0.2447, -2.4813], [1.5294, 1.3179, -1.5119], [1.5189, -0.4074, -1.1598], [1.3289, 1.7181, 1.6997]],
  "atomic_forces_ev_per_a": [[-1.6, -2.1, 1.2], [-0.1, 0.5, 0.1], [2.1, -0.5, -0.7], [0.5, -2.9, -0.2], [0.4, -2.8, 1.2], [-0.8, -0.3, -0.1], [0.6, 1.1, -1.2], [-0.2, 0.6, -0.4], [-0.6, 0.3, 0.2], [-0.7, 0.1, 0.0], [0.1, 0.4, 0.6], [0.6, -0.1, 0.0], [-1.0, 2.7, -0.9], [0.8, 2.8, 0.2]],
  "mulliken_charge": [-0.23, -0.05, -0.56, -0.71, 0.10, 0.27, 0.39, 0.39, 0.17, 0.24, 0.26, 0.26, 0.28, 0.20],
  "charge": 1,
  "total_energy_ha": -588.9736,
  "de_lowest_kcal_mol": 60.41,
  "e_lumo_ev": -5.600,
  "gap_ev": 8.65,
  "multiplicity": 1,
  "homo_energy_ha": -0.5235
}